No. 1
C5H12N2O | ωB97M-V with the def2-TZVPD basis set

Element x y z (Å)
C1 -0.56 0.21 -0.45
C2 -1.89 -0.40 0.84
C3 0.76 0.96 1.44
N1 0.43 -0.05 0.45
N2 -0.72 1.46 -1.04
C4 1.91 -0.35 -0.58
C5 1.88 -1.36 -1.42
O1 -2.45 -1.49 0.21
H1 -1.75 -2.15 0.10
H2 -0.69 -0.58 -1.19
H3 -0.51 2.27 -0.48
H4 -1.38 1.48 -1.81
H5 -1.55 -0.64 1.85
H6 -2.61 0.42 0.87
H7 2.83 0.18 -0.35
H8 -0.11 1.20 2.06
H9 1.12 1.89 0.99
H10 1.54 0.58 2.08
H11 0.95 -1.87 -1.67
H12 2.78 -1.76 -1.89

## Properties
Molecular weight   116.16 g/mol
Orbital gap   8.4 eV
Energy relative to the best compared isomer or geometry (same formula, charge and spin)   5.6304 eV
Lowest unoccupied orbital energy   1.0 eV
Electronic energy   -10402.7935 eV

No. 2
C4H7P | ωB97M-V with the def2-TZVPD basis set

Element x y z (Å)
C1 -1.82 0.09 -0.70
C2 -1.17 0.23 0.71
C3 -0.30 -0.04 -0.53
H1 -2.26 -0.92 -0.84
H2 -2.27 0.92 -1.20
H3 -1.10 1.23 0.95
H4 -1.29 -0.51 1.53
H5 0.14 -0.95 -0.63
H6 0.34 0.73 -0.79
C4 3.22 -0.27 0.63
P1 3.52 0.53 -0.58
H7 3.00 -1.03 1.46

## Properties
Structure (SMILES)   C1CC1.C#P
Molecular weight   86.07 g/mol
Orbital gap   11.0 eV
Energy relative to the best compared isomer or geometry (same formula, charge and spin)   2.6023 eV
Lowest unoccupied orbital energy   0.7 eV
Electronic energy   -13546.6716 eV

No. 3
C9H8 | ωB97M-V with the def2-TZVPD basis set

Element x y z (Å)
C1 4.15 -0.08 0.21
C2 2.80 0.21 -0.14
C3 1.64 0.30 -0.36
C4 0.26 0.45 -0.39
C5 -0.59 0.98 -1.32
C6 -1.84 1.20 -0.93
C7 -1.97 0.13 0.05
C8 -3.23 -0.57 0.35
C9 -0.70 -0.36 0.44
H1 4.27 -1.18 0.12
H2 4.43 0.36 1.25
H3 4.90 0.25 -0.53
H4 -2.77 1.64 -1.43
H5 -3.68 -0.91 -0.53
H6 -4.16 -0.04 0.87
H7 -3.15 -1.44 1.08
H8 -0.36 -0.93 1.24

## Properties
Structure (SMILES)   CC#CC1=C=CC(C)=C1
Molecular weight   116.16 g/mol
Orbital gap (spin up / spin down)   7.6 / 6.5 eV
Energy relative to the best compared isomer or geometry (same formula, charge and spin)   5.9519 eV
Lowest unoccupied orbital energy (spin up / spin down)   -0.3 / -1.5 eV
Electronic energy   -9455.4355 eV